Here is a molecular structure, H9O5 from OMol25. Energies are from the ωB97M-V functional and the def2-TZVPD basis.

Properties
E_HOMO = -5.197 eV
Net charge = -1
Energy relative to the best compared isomer or geometry (same formula, charge and spin) = 87.3 kJ/mol
E_LUMO = 4.12 eV
Molecular weight = 89.067 Da
HOMO-LUMO gap = 9.3 eV

Structure (XYZ):
```
14
Properties=species:S:1:pos:R:3:forces:R:3
O -0.047761 -1.085489 0.404830 0.569 0.612 -0.107
H -0.703769 -1.603249 0.829070 -0.847 -1.026 0.633
O -2.350650 -0.393010 -1.397344 -1.356 -0.163 -0.219
H -2.377021 -0.813334 -0.528906 0.481 0.330 -0.202
H -1.454517 -0.486269 -1.694708 0.775 -0.060 0.321
O -0.691478 1.206176 0.939212 0.255 -0.692 0.649
H -0.326141 0.038937 0.821988 -0.130 0.322 -0.996
H -0.994749 1.233745 1.849061 -0.240 0.211 0.181
O 1.988359 -1.461007 -1.274013 -1.356 -0.350 -0.706
H 1.289224 -1.734174 -0.621074 0.630 0.621 0.244
H 1.357536 -1.100254 -1.935094 0.938 -0.089 0.396
O 1.830265 1.996865 1.023205 -0.717 -0.069 0.397
H 1.555945 2.620679 0.339831 0.104 -0.165 0.105
H 0.924758 1.580382 1.243941 0.895 0.518 -0.695
```
Forces are in eV/Å.

---

Here is 2 unconnected molecules or ions with the total composition C5H10O from OMol25. Energies are from the ωB97M-V functional and the def2-TZVPD basis.

Properties
E_HOMO = -9.593 eV
Energy relative to the best compared isomer or geometry (same formula, charge and spin) = 179.6 kJ/mol
E_LUMO = 0.98 eV
Structure (SMILES) = C=CCC=C.O
Molecular weight = 86.134 Da
HOMO-LUMO gap = 10.6 eV

Structure (XYZ):
```
16
Properties=species:S:1:pos:R:3:forces:R:3
C 1.485455 -0.676531 -3.299800 -0.158 -0.432 -0.212
C 1.018684 -0.969955 -2.093746 0.911 0.598 -0.208
C 0.675010 0.099396 -1.085186 -0.337 0.191 -0.473
C 1.302959 -0.084201 0.274419 -1.121 -0.942 -0.906
C 0.643315 -0.578788 1.311254 0.625 0.682 1.745
H 1.725467 -1.458133 -4.008138 -0.009 -0.072 -0.023
H 1.598565 0.331285 -3.666999 0.073 0.248 0.140
H 0.938501 -2.011735 -1.823914 -0.199 -0.133 0.295
H 0.993300 1.064270 -1.489253 0.014 -0.033 -0.118
H -0.420950 0.122364 -1.106983 0.024 0.110 0.756
H 2.377475 0.047293 0.273363 0.065 0.000 0.318
H 1.157860 -0.710787 2.264597 0.306 -0.114 -0.274
H -0.417313 -0.677177 1.509916 -0.195 -0.101 -1.038
O -3.990105 1.770803 4.267594 -0.426 -0.602 -0.112
H -4.710304 1.109710 4.166069 0.609 0.994 0.193
H -4.377916 2.622188 4.506803 -0.182 -0.396 -0.082
```
Forces are in eV/Å.

---

Q: Which of these has the highest E_HOMO?
A: H9O5

---

Q: HOMO-LUMO gap of number 2 (C5H10O)?
A: 10.6 eV

---

Q: Which formula does entry 1 have?
A: H9O5